Molecular formula: C15H48F5N3O19S3Y
Method: DFT, ωB97M-V/def2-TZVPD

Output
* total charge: +1
* gap between HOMO and LUMO: 4.6 eV

```
94
Properties=species:S:1:pos:R:3:mulliken_charge:R:1
Y -9.73210 20.12123 -5.63166 1.876
C -10.31607 18.88873 -0.85399 0.621
F -9.08258 19.42078 -0.70803 -0.229
F -10.14099 17.63761 -1.25472 -0.178
F -10.98076 18.94814 0.26622 -0.170
S -11.22533 19.88565 -2.15555 1.210
O -12.49901 19.25018 -2.35680 -0.752
O -11.36213 21.23099 -1.63612 -0.625
O -10.36029 19.81714 -3.38396 -0.470
N -9.07770 18.10725 -6.29321 0.021
S -8.52263 17.26905 -7.45018 0.236
O -9.28913 16.18293 -8.02851 -0.321
O -7.08508 17.28345 -7.51653 -0.409
F -8.93780 18.27284 -8.65056 -0.294
S -9.02623 16.70904 -5.25588 0.795
O -7.77516 16.10474 -4.91018 -0.325
O -10.19969 15.90132 -5.26848 -0.523
F -9.24684 17.53615 -3.91557 -0.181
O -7.67101 19.77252 -4.42274 -0.196
H -6.85210 19.32072 -4.74215 0.319
H -7.39320 20.25132 -3.62447 0.296
O -5.21338 18.73304 -5.56304 -0.705
H -4.31487 18.63907 -5.90126 0.368
H -5.76216 18.29500 -6.23413 0.166
O -10.92248 20.27775 -7.77113 -0.514
H -10.99849 21.03570 -8.37146 0.324
H -11.14742 19.49740 -8.33077 0.259
O -11.80811 18.83614 -5.35256 -0.368
H -12.39161 19.08705 -4.60659 0.267
H -12.23469 18.06787 -5.76264 0.273
C -10.89944 18.37187 -11.13266 0.394
C -11.09100 19.13136 -12.44002 -0.724
O -11.94890 18.33569 -13.26174 -0.506
O -11.92944 18.58411 -10.17550 -0.586
H -9.96311 18.62970 -10.62849 -0.011
H -10.80708 17.29769 -11.32795 0.186
H -10.10916 19.33833 -12.87304 0.323
H -11.54188 20.11094 -12.28859 0.320
H -11.41088 17.66784 -13.69915 0.327
H -12.76082 18.35716 -10.61663 0.288
C -4.90463 18.32848 -10.46399 -0.782
C -4.50519 18.27578 -8.98642 0.946
O -3.19529 18.79074 -8.82609 -0.568
O -4.21928 17.39657 -11.30100 -0.480
H -4.90135 19.35161 -10.84157 0.563
H -5.95387 18.01309 -10.47119 0.089
H -4.65840 17.29316 -8.52311 -0.197
H -5.22997 18.87222 -8.41411 -0.153
H -2.76776 18.82635 -9.68191 0.355
H -3.50340 17.89724 -11.70860 0.333
C -4.63289 15.16308 -4.93371 0.747
C -5.41129 14.61972 -3.77834 -0.725
O -4.50128 13.90631 -2.88053 -0.606
O -3.59425 15.96462 -4.38358 -0.647
H -5.39093 15.66739 -5.54331 -0.223
H -4.16246 14.32382 -5.44985 0.227
H -6.19837 13.89654 -3.98886 0.279
H -5.88565 15.38551 -3.15336 0.332
H -3.82856 14.59132 -2.75160 0.337
H -3.01935 16.27786 -5.08579 0.315
C -4.80917 11.89537 -7.87523 -1.419
C -4.94441 12.85048 -9.04644 0.352
C -6.40889 13.13908 -9.38167 -0.452
O -6.43109 13.91703 -10.60872 -0.462
C -6.79180 15.25439 -10.47985 0.019
N -4.31642 14.17214 -8.72685 -0.379
H -3.73413 11.70492 -7.76968 0.400
H -5.32736 10.96742 -8.10739 0.402
H -5.02665 12.35127 -6.91035 0.233
H -4.51194 12.57126 -10.01529 0.362
H -6.94954 13.65142 -8.58190 0.122
H -6.94650 12.22799 -9.64739 0.366
H -6.56990 15.76089 -11.41911 0.360
H -6.33647 15.80344 -9.64213 -0.290
H -7.86415 15.32275 -10.22233 0.066
H -3.32314 13.95796 -8.68941 0.264
H -4.54735 14.69874 -9.56444 0.096
C -11.21676 13.15043 -7.69926 -1.304
C -11.38818 12.80109 -9.17631 0.794
C -10.08420 12.52085 -9.95918 -0.041
O -10.47074 12.17683 -11.28680 -0.405
C -9.39826 11.80306 -12.10042 -0.603
N -12.27877 11.66367 -9.30271 -0.724
H -10.76667 12.37539 -7.07254 0.422
H -12.18149 13.26097 -7.19869 0.407
H -10.63463 14.06673 -7.60904 0.074
H -11.87042 13.64611 -9.67101 0.140
H -9.34901 11.79053 -9.61572 0.308
H -9.58987 13.49629 -10.09448 -0.288
H -8.71096 12.66194 -12.15523 0.179
H -9.75370 11.56595 -13.10167 0.291
H -8.79824 10.94606 -11.76724 0.289
H -12.13663 10.97585 -10.03356 0.240
H -12.33380 11.02681 -8.51294 0.258
```

Molecular formula: C2H2BrO3S
Method: DFT, ωB97M-V/def2-TZVPD

Output
* total charge: -1
* 2S+1: 3
* expectation value of S²: 2.01
* gap between HOMO and LUMO (spin up / spin down): 5.9 / 6.8 eV

```
9
Properties=species:S:1:pos:R:3:mulliken_charge:R:1
C 0.33200 -0.05690 0.61535 -0.484
C 0.91746 0.98737 -0.21086 -0.340
O -1.76660 0.14000 -0.86765 -0.636
O -1.86267 -1.24640 1.09762 -0.677
O -0.43991 -1.90957 -0.95246 -0.617
S -1.06710 -0.90220 -0.13028 1.074
Br 2.55814 1.93876 0.11216 -0.230
H 0.56994 -0.09671 1.61951 0.527
H 0.75872 1.14565 -1.28338 0.384
```

Molecular formula: C5H6O
Method: DFT, ωB97M-V/def2-TZVPD

Output
* total charge: 0
* gap between HOMO and LUMO: 9.7 eV

```
12
Properties=species:S:1:pos:R:3:mulliken_charge:R:1
C -0.14949 -1.24690 0.78953 -1.025
C 0.39486 -0.63886 -0.50222 -0.508
C -0.31002 0.67764 -0.83848 0.385
C -1.14299 0.74694 -1.83776 -0.221
C 0.01726 1.86371 0.03924 -0.172
O -0.62436 2.17901 1.00497 -0.408
H -0.08324 -0.54226 1.62484 0.318
H -1.20047 -1.52571 0.66933 0.302
H 0.41698 -2.14629 1.05309 0.329
H 0.27599 -1.34110 -1.33333 0.355
H 1.47005 -0.43454 -0.41512 0.301
H 0.93543 2.40835 -0.25409 0.343
```

Molecular formula: C15H15N3O3S
Method: DFT, ωB97M-V/def2-TZVPD

Output
* SMILES: CCOC(=O)CC(=O)CSc1nccc(-c2cccnc2)n1
* total charge: 0
* gap between HOMO and LUMO: 8.9 eV

```
37
Properties=species:S:1:pos:R:3:mulliken_charge:R:1
C -0.94445 1.27243 -4.03117 -1.090
C 0.41790 1.86345 -3.70075 -0.232
H 0.84388 2.38079 -4.56205 0.308
H 0.34002 2.55125 -2.85264 0.295
O 1.36867 0.84188 -3.38075 -0.359
C 1.35923 0.36191 -2.14670 0.596
O 0.61187 0.72434 -1.27410 -0.601
C 2.43914 -0.68974 -1.96501 -0.380
C 3.38010 -0.19612 -0.87726 0.344
O 4.39689 0.39376 -1.12314 -0.569
C 2.89606 -0.44775 0.52393 -0.054
H 1.89230 -0.03160 0.66189 -0.079
H 3.59735 -0.03668 1.24918 0.463
S 2.70837 -2.23889 0.84576 -0.194
C 1.07241 -2.30221 1.46947 0.267
N 0.39724 -1.17588 1.59815 -0.207
C -0.83683 -1.25151 2.09401 0.432
C -1.38392 -2.48815 2.44746 -0.825
C -0.58058 -3.60187 2.25850 -0.297
N 0.64592 -3.52004 1.77453 -0.577
H -0.92215 -4.60029 2.49826 0.419
H -2.38712 -2.57424 2.82822 0.416
C -1.56833 0.00832 2.23916 0.689
C -1.33426 1.07247 1.36756 -0.132
C -2.05178 2.24281 1.53811 -0.653
C -2.97856 2.30765 2.56862 -0.247
N -3.19340 1.31163 3.41234 -0.618
C -2.50600 0.19821 3.25613 -0.527
H -2.69906 -0.57246 3.99144 0.417
H -3.57721 3.19381 2.73385 0.370
H -1.89992 3.08448 0.88060 0.417
H -0.61880 0.96293 0.56791 0.672
H 2.97626 -0.81265 -2.90401 0.303
H 1.97309 -1.62478 -1.65382 0.256
H -0.85668 0.55627 -4.84448 0.316
H -1.35583 0.76943 -3.15928 0.296
H -1.62183 2.06703 -4.32994 0.363
```

Molecular formula: C4H5NO
Method: DFT, ωB97M-V/def2-TZVPD

Output
* total charge: 0
* gap between HOMO and LUMO: 9.4 eV

```
11
Properties=species:S:1:pos:R:3:mulliken_charge:R:1
C 1.99198 0.11612 0.26835 -0.977
C 0.55077 -0.26885 0.10115 0.777
N -0.29680 0.84014 -0.14129 -0.554
C -1.47611 0.38572 -0.30104 0.419
C -2.37007 -0.54408 -0.58531 -0.519
O 0.14282 -1.41266 0.16468 -0.554
H 2.59360 -0.77590 0.43814 0.301
H 2.09384 0.81023 1.10843 0.284
H 2.32955 0.64388 -0.62815 0.279
H -2.40850 1.04900 -0.53146 0.260
H -3.15108 -0.84362 0.10649 0.284
```

Molecular formula: C3H5NO
Method: DFT, ωB97M-V/def2-TZVPD

Output
* SMILES: C=C[N+](=C)[O-]
* total charge: 0
* gap between HOMO and LUMO (spin up / spin down): 8.7 / 8.7 eV

```
10
Properties=species:S:1:pos:R:3:mulliken_charge:R:1
C -1.22485 -0.90041 -0.39696 -0.623
C 0.71563 1.51560 0.14448 -0.517
C -0.12244 -0.70311 0.33883 -0.150
N 0.99170 0.04106 -0.01261 0.470
O 2.01692 -0.53667 -0.26344 -0.578
H -1.93449 -1.67899 -0.11272 0.243
H -1.74879 -0.29585 -1.05602 0.325
H 1.35452 2.24672 -0.18570 0.318
H -0.29208 1.73558 0.39283 0.226
H 0.24387 -1.42394 1.15132 0.286
```

Molecular formula: C10H23BClO2RhSc
Method: DFT, ωB97M-V/def2-TZVPD

Output
* total charge: -1
* 2S+1: 5
* expectation value of S²: 6.02
* gap between HOMO and LUMO (spin up / spin down): 4.7 / 7.0 eV

```
39
Properties=species:S:1:pos:R:3:mulliken_charge:R:1
Rh 3.53309 1.63201 0.24399 -0.009
Cl 5.25608 3.18744 -0.36307 -0.597
C 2.16447 1.33629 -1.53435 -1.030
C 5.22971 0.57597 0.67983 -1.104
H 2.83968 1.48909 -2.38390 0.442
H 1.31319 0.67448 -1.90525 0.339
H 1.62432 2.27675 -1.31938 0.373
H 5.99439 0.62688 -0.13164 0.355
H 5.13907 -0.50273 0.96337 0.244
H 5.73865 1.10006 1.52550 0.376
Sc 2.15742 -0.73982 -0.65657 -0.069
C 2.47650 0.19650 1.42627 -1.223
C 3.48212 -1.62614 -2.10456 -0.839
H 3.07764 -0.51784 2.01065 0.450
H 2.52546 1.13321 2.01249 0.300
H 1.40349 -0.03455 1.57730 0.373
H 4.33833 -2.19076 -1.65361 0.315
H 3.80284 -0.94701 -2.94585 0.266
C -3.39883 -0.24804 -1.68056 -1.963
C -2.70977 0.19372 -0.38463 1.624
C -3.41173 1.45007 0.09711 -1.797
O -1.33532 0.49117 -0.68120 -0.196
B -0.54345 -0.63080 -0.35902 0.236
O -1.34262 -1.59528 0.27339 -0.374
C -2.58270 -0.97717 0.64711 1.645
C -2.44143 -0.50741 2.10099 -1.913
C -3.67805 -2.02314 0.62837 -1.807
H -4.47155 -0.43508 -1.51525 0.347
H -2.93790 -1.13966 -2.12498 0.336
H -3.33472 0.56051 -2.42170 0.492
H -3.39040 2.22171 -0.68329 0.458
H -4.46912 1.23166 0.31143 0.338
H -2.95134 1.87997 0.99396 0.320
H -3.40859 -0.16312 2.48964 0.349
H -2.13130 -1.36347 2.71862 0.487
H -1.68480 0.28134 2.22909 0.315
H -3.82589 -2.46466 -0.36465 0.351
H -3.41721 -2.84006 1.31702 0.456
H -4.62973 -1.59211 0.96731 0.332
```